{
  "formula": "CH7NS2",
  "method": "ωB97M-V/def2-TZVPD",
  "elements": ["C", "S", "S", "H", "H", "H", "H", "N", "H", "H", "H"],
  "xyz": [[1.1774, -1.1662, -1.3529], [1.8151, -1.1574, 0.3347], [0.0953, -1.9452, 1.2552], [1.4072, -2.0855, -1.8894], [0.1045, -1.0727, -1.3405], [1.5667, -0.3142, -1.8868], [0.4538, -1.5040, 2.4687], [-1.7688, 2.1153, 0.7820], [-0.8728, 2.4774, 1.0887], [-2.3849, 2.9115, 0.6827], [-1.5936, 1.7410, -0.1423]],
  "forces_ev_per_a": [[-0.08, -0.33, -0.11], [-0.17, -0.10, 0.00], [0.30, -0.03, 0.00], [0.20, 0.02, 0.10], [-0.44, 0.17, 0.13], [0.30, 0.23, -0.13], [-0.11, 0.06, -0.01], [0.25, -0.02, 0.02], [-0.03, 0.01, 0.14], [-0.05, 0.03, -0.08], [-0.17, -0.03, -0.07]],
  "homo_ev": -8.20,
  "de_lowest_kj_mol": 36.0,
  "largest_force_ev_per_a": 0.49
}